[1]
Computed, not measured: a structure of composition C28H78F3KO34P8 at a distorted geometry, with ωB97M-V with the def2-TZVPD basis set.

Last column: Mulliken charge in e.
Element x y z (Å)
K -4.6340 2.0106 6.9652  0.975
C -1.0279 1.7588 2.2062  -0.195
O -2.3675 2.3199 1.9676  -0.265
O -0.9344 1.3840 3.5786  -0.896
C -0.6121 0.6523 1.1489  0.773
F 0.7373 0.2624 1.1547  -0.297
F -1.2490 -0.5002 1.1348  -0.263
F -0.6981 1.3200 -0.0060  -0.269
C -2.4801 3.4725 1.1250  -0.058
C -4.0405 3.7860 0.9264  -1.269
H -4.6772 2.9250 0.7229  0.336
H -4.7283 4.1373 1.6956  0.319
H -4.1880 4.4625 0.0846  0.350
H -2.0999 3.1762 0.1474  0.207
H -1.9284 4.3058 1.5601  0.312
H -0.3407 2.5853 2.0253  0.239
C 12.9189 -6.1706 2.6162  -0.668
O 11.4954 -6.0578 2.6349  -0.376
P 10.6088 -6.1021 1.2170  1.033
O 10.9622 -4.9556 0.3806  -0.634
O 10.9605 -7.5337 0.6329  -0.282
C 10.2641 -8.0178 -0.5062  -0.680
O 9.0024 -6.0916 1.5378  -0.322
C 8.1465 -5.7629 0.4515  -0.752
H 13.3944 -5.3026 3.0729  0.277
H 13.3425 -6.1718 1.6118  0.309
H 13.2760 -7.0577 3.1394  0.274
H 11.0476 -8.3826 -1.1704  0.262
H 9.5768 -7.3597 -1.0378  0.332
H 9.8270 -8.9587 -0.1718  0.264
H 8.5776 -5.1901 -0.3696  0.394
H 7.1910 -5.3516 0.7769  0.269
H 7.8765 -6.7065 -0.0226  0.299
C -16.0296 5.7251 3.2325  -0.665
O -14.7068 5.2744 3.0841  -0.259
P -13.6342 5.8183 2.0200  0.976
O -13.2578 7.2479 2.2244  -0.685
O -14.4637 5.4899 0.6454  -0.268
C -13.8241 5.5128 -0.5855  -0.730
O -12.4281 4.7863 2.0860  -0.318
C -12.4790 3.3250 2.1168  -0.556
H -16.7332 5.1193 2.6614  0.257
H -16.0757 6.7090 2.7658  0.323
H -16.1970 5.8995 4.2954  0.263
H -13.8186 6.4270 -1.1791  0.280
H -14.2148 4.6379 -1.1051  0.283
H -12.7510 5.3323 -0.5228  0.296
H -12.0353 2.7953 1.2738  0.261
H -13.5520 3.1365 2.0806  0.316
H -11.8203 2.9502 2.9003  0.226
C 3.5772 3.9573 -4.8887  -0.714
O 3.9362 3.3125 -6.1680  -0.263
P 3.3668 1.7986 -6.4391  0.983
O 1.9154 1.5600 -6.6281  -0.647
O 3.9107 0.9837 -5.1100  -0.309
C 5.3252 0.7932 -4.8381  -0.732
O 4.4466 1.2896 -7.5960  -0.300
C 4.0457 1.4726 -8.9310  -0.697
H 2.7253 3.5517 -4.3430  0.346
H 3.3610 5.0203 -4.9960  0.291
H 4.3126 3.7057 -4.1245  0.266
H 5.9562 1.4315 -5.4565  0.309
H 5.5702 -0.1990 -5.2172  0.315
H 5.7212 1.0202 -3.8483  0.311
H 3.4464 2.3828 -8.9100  0.307
H 3.6212 0.6209 -9.4625  0.251
H 4.8599 1.8373 -9.5573  0.283
C -7.0090 0.9588 -5.5327  -0.674
O -6.4127 1.9126 -6.3738  -0.276
P -7.0361 3.4000 -6.7071  0.960
O -7.8117 3.9107 -5.5223  -0.669
O -5.7252 4.2341 -7.2038  -0.324
C -4.9545 3.8014 -8.3906  -0.588
O -7.9176 3.0436 -8.0530  -0.274
C -8.7033 4.1324 -8.5146  -0.746
H -7.9654 0.6375 -5.9453  0.284
H -7.3121 1.2671 -4.5321  0.289
H -6.1568 0.3222 -5.2949  0.270
H -5.2683 2.7957 -8.6699  0.317
H -3.8969 3.9740 -8.1913  0.266
H -5.1002 4.4628 -9.2447  0.259
H -8.1396 4.5688 -9.3392  0.270
H -8.8094 4.9323 -7.7818  0.349
H -9.6185 3.9244 -9.0689  0.286
C 0.8917 13.7769 0.5464  -0.674
O -0.0793 12.8124 0.2059  -0.278
P -0.6095 11.8607 1.3834  1.020
O -1.1176 12.5408 2.5893  -0.656
O -1.6779 10.8633 0.6310  -0.284
C -2.9334 11.3955 0.2124  -0.640
O 0.7397 10.9213 1.4804  -0.315
C 0.8471 9.8875 2.4589  -0.617
H 0.6930 14.2150 1.5245  0.315
H 1.1625 14.5379 -0.1854  0.258
H 1.7666 13.1344 0.6460  0.273
H -3.6419 11.0047 0.9427  0.235
H -3.0502 11.0788 -0.8240  0.253
H -2.8583 12.4814 0.1539  0.322
H -0.1409 9.4628 2.6369  0.307
H 1.3748 10.2735 3.3310  0.241
H 1.5232 9.2003 1.9502  0.241
C 10.8238 1.5746 8.6632  -0.657
O 10.1097 0.5921 7.9594  -0.331
P 8.8071 -0.2318 8.6222  1.041
O 7.6786 0.5142 9.2318  -0.684
O 8.3941 -1.2417 7.3626  -0.273
C 7.3616 -0.7845 6.5953  -0.745
O 9.5070 -1.0991 9.6930  -0.254
C 10.6514 -1.8897 9.3524  -0.651
H 10.4268 1.6783 9.6730  0.334
H 10.6909 2.5430 8.1810  0.245
H 11.8841 1.3528 8.5416  0.244
H 6.7802 -1.5999 6.1648  0.252
H 7.8444 -0.1417 5.8593  0.292
H 6.6112 -0.0813 6.9566  0.343
H 11.2007 -2.0438 10.2812  0.267
H 11.3744 -1.4625 8.6575  0.310
H 10.3729 -2.8995 9.0510  0.265
C 1.8847 -5.9238 -7.0208  -0.683
O 1.8858 -7.1605 -6.2736  -0.323
P 0.5023 -7.9890 -6.1367  1.056
O -0.6522 -7.3917 -6.8323  -0.714
O 0.8266 -9.4892 -6.4645  -0.269
C 1.5746 -10.2454 -5.5916  -0.636
O 0.3986 -7.9255 -4.4737  -0.302
C -0.0080 -6.7367 -3.8548  -0.708
H 2.4002 -5.9974 -7.9784  0.264
H 2.3074 -5.1819 -6.3433  0.252
H 0.8531 -5.6331 -7.2194  0.337
H 2.4529 -9.7823 -5.1420  0.301
H 1.8431 -11.1794 -6.0853  0.263
H 1.0568 -10.5110 -4.6699  0.279
H -0.3732 -6.9485 -2.8499  0.270
H -0.8669 -6.3744 -4.4197  0.330
H 0.6385 -5.8656 -3.9610  0.282
C -2.4424 -10.1377 8.1742  -0.667
O -1.8080 -9.2893 7.1571  -0.290
P -1.1439 -10.0070 5.8570  1.101
O -0.5676 -11.3036 6.0643  -0.693
O -2.3048 -9.9010 4.7371  -0.275
C -2.3647 -10.8324 3.6888  -0.705
O -0.0031 -8.9703 5.3435  -0.367
C -0.4863 -7.6056 5.0003  -0.694
H -3.4424 -9.8045 8.4516  0.274
H -1.8047 -9.7974 8.9900  0.254
H -2.4597 -11.2211 8.0558  0.317
H -2.1580 -10.2556 2.7873  0.261
H -3.2802 -11.4006 3.5238  0.257
H -1.6123 -11.6174 3.7645  0.324
H -1.4819 -7.2659 5.2859  0.309
H -0.3202 -7.4322 3.9370  0.281
H 0.1089 -6.9386 5.6239  0.311

The calculation puts the highest occupied orbital energy at -5.740 eV. Its charge is 0. The calculation puts the largest force on an atom at 0.1007 Eh/bohr. Its orbital gap is 3.52 eV. The energy relative to the best compared isomer or geometry (same formula, charge and spin) is 822.8 kJ/mol.


[2]
Computed, not measured: a cluster of 13 separate species, C28H78F3O14S12 in total at a distorted geometry, with ωB97M-V with the def2-TZVPD basis set.

Last column: Mulliken charge in e.
Element x y z (Å)
C -9.6127 -16.3749 -20.5571  0.649
O -8.8607 -15.9916 -21.7262  -0.081
O -10.4662 -15.3828 -20.3150  -0.904
C -10.2788 -17.7879 -20.8110  0.880
F -9.5314 -18.6021 -21.5997  -0.193
F -10.3813 -18.4115 -19.6075  -0.282
F -11.5182 -17.7707 -21.3479  -0.172
C -7.6110 -16.5593 -21.9840  0.430
C -7.3970 -16.7218 -23.5018  -0.623
H -7.2202 -15.8132 -24.0777  -0.028
H -6.6328 -17.4907 -23.6254  0.235
H -8.3125 -17.1383 -23.9329  0.268
H -7.5236 -17.5678 -21.5619  -0.447
H -6.7895 -16.0510 -21.4592  0.113
H -8.8951 -16.4178 -19.7197  -0.869
C -14.9775 -17.7314 -19.0229  -0.442
S -16.0033 -16.2108 -19.0203  0.357
O -15.0630 -15.0598 -19.1953  -0.546
C -16.6048 -16.5335 -20.7826  -0.481
H -15.6254 -18.5584 -19.3060  0.320
H -14.5424 -17.7492 -18.0272  0.378
H -14.2382 -17.4908 -19.7866  -0.137
H -15.7358 -16.7424 -21.3976  -0.204
H -17.3778 -15.9033 -21.2244  0.410
H -17.2523 -17.4209 -20.7464  0.327
C -3.2040 -18.5640 -27.3056  -1.146
S -3.8778 -18.6681 -25.6186  0.490
O -4.4978 -17.3558 -25.2747  -0.223
C -5.1518 -19.8926 -26.0939  -0.754
H -2.3284 -17.9176 -27.2496  0.364
H -3.9081 -18.0322 -27.9469  0.299
H -2.9731 -19.5608 -27.6719  0.435
H -5.7439 -19.5349 -26.9386  0.240
H -5.7375 -20.2533 -25.2532  0.014
H -4.7063 -20.7634 -26.5840  0.506
C -8.7393 -10.0439 -22.4696  -1.013
S -8.4584 -11.3865 -21.2686  0.546
O -9.8631 -11.7970 -20.9395  -0.553
C -7.9019 -12.5929 -22.5444  -0.495
H -9.5447 -10.3562 -23.1328  0.297
H -7.8209 -9.9122 -23.0444  0.331
H -9.0206 -9.1285 -21.9545  0.347
H -7.3011 -13.3914 -22.1101  -0.073
H -7.3075 -12.1042 -23.3166  0.342
H -8.8207 -13.0301 -22.9353  0.282
C -2.6369 -16.7590 -20.3238  -0.965
S -3.4962 -18.3795 -20.4605  0.336
O -4.7771 -18.1342 -19.6972  -0.472
C -3.9777 -18.1057 -22.1920  -0.520
H -3.3678 -15.9670 -20.1643  0.221
H -2.0955 -16.5386 -21.2451  0.379
H -1.9192 -16.6965 -19.5064  0.348
H -4.6625 -18.9351 -22.3793  -0.080
H -3.1318 -18.1233 -22.8751  0.588
H -4.5556 -17.1861 -22.2647  0.123
C -6.8675 -17.0034 -27.2812  -0.400
S -7.5686 -15.4239 -27.8230  0.612
O -7.7430 -15.4292 -29.3260  -0.731
C -9.2501 -15.5878 -27.1776  -0.916
H -7.1945 -17.2056 -26.2536  0.112
H -5.8079 -16.8519 -27.0860  -0.219
H -7.1754 -17.9073 -27.8045  0.568
H -9.6189 -16.5402 -27.5709  0.370
H -9.9577 -14.8748 -27.5951  0.403
H -9.2917 -15.6460 -26.0906  0.180
C -12.7611 -15.7030 -24.2757  -0.762
S -14.4019 -15.2442 -23.5228  0.662
O -14.0975 -14.7285 -22.1638  -0.531
C -14.8763 -13.9382 -24.6478  -1.174
H -12.3743 -14.8363 -24.8036  0.357
H -12.9357 -16.5928 -24.8864  0.384
H -12.1200 -16.0978 -23.4872  0.040
H -15.6240 -13.3792 -24.0818  0.364
H -15.4090 -14.3919 -25.4834  0.330
H -14.0789 -13.2500 -24.9250  0.336
C -7.2198 -12.1048 -16.8497  -0.696
S -6.4617 -13.7539 -17.0920  0.404
O -7.1515 -14.6348 -16.0512  -0.606
C -7.2244 -14.2683 -18.6628  -0.403
H -7.4576 -11.6930 -17.8281  0.116
H -6.5488 -11.5191 -16.2240  0.342
H -8.1138 -12.2497 -16.2441  0.283
H -8.3204 -14.2478 -18.6661  0.443
H -7.0057 -15.3251 -18.8200  -0.262
H -6.9075 -13.6897 -19.5319  0.353
C -4.9002 -21.8158 -20.4365  -0.420
S -6.3833 -22.5058 -21.2028  0.325
O -7.3332 -22.6851 -20.0473  -0.550
C -6.8137 -21.0965 -22.2520  -0.110
H -4.2289 -21.5414 -21.2525  0.330
H -4.4572 -22.4243 -19.6535  0.440
H -5.1921 -20.8859 -19.9394  -0.230
H -6.1105 -21.0599 -23.0833  0.119
H -6.9158 -20.1401 -21.7345  -0.245
H -7.8126 -21.2954 -22.6444  0.346
C -8.3834 -17.7616 -16.7017  -0.629
S -7.3092 -19.2489 -16.4158  0.475
O -8.0739 -20.0337 -15.4000  -0.691
C -7.4944 -19.9210 -18.0931  -0.231
H -8.0953 -17.1261 -17.5349  0.029
H -8.5231 -17.1792 -15.7909  0.411
H -9.4189 -18.0923 -16.8280  0.235
H -6.8414 -20.7841 -18.1844  0.312
H -7.1055 -19.1081 -18.7109  -0.076
H -8.5498 -20.1004 -18.2876  0.131
C -11.9454 -22.2797 -18.9758  -0.705
S -11.7415 -23.1173 -20.5678  0.433
O -13.0886 -23.3733 -21.1802  -0.644
C -10.7183 -21.8974 -21.3964  -0.201
H -12.8168 -22.6187 -18.4238  0.373
H -11.9689 -21.2001 -19.1348  0.073
H -11.0369 -22.4706 -18.4019  0.340
H -10.9269 -22.0006 -22.4608  0.409
H -9.6902 -22.1868 -21.1721  0.050
H -10.8951 -20.8778 -21.0527  -0.195
C -5.1806 -13.5221 -25.2623  -0.476
S -3.4991 -13.4276 -25.9545  0.398
O -2.5708 -14.2128 -25.0652  -0.606
C -3.6957 -14.4351 -27.4943  -0.355
H -5.4929 -14.5210 -24.9454  -0.076
H -6.0367 -13.1499 -25.8239  0.443
H -5.0630 -12.9718 -24.3274  0.266
H -2.9811 -14.0591 -28.2199  0.411
H -4.7055 -14.3050 -27.8832  0.103
H -3.5464 -15.4285 -27.0730  -0.122
C -14.3471 -19.0842 -23.0239  -0.809
S -15.3395 -20.5529 -22.5715  0.653
O -16.4117 -20.0446 -21.6497  -0.645
C -16.0756 -20.7703 -24.2470  -1.052
H -13.8109 -18.7860 -22.1221  0.037
H -14.9053 -18.2526 -23.4493  0.353
H -13.5529 -19.4033 -23.7043  0.468
H -15.3932 -21.0934 -25.0291  0.347
H -16.5918 -19.8758 -24.6017  0.312
H -16.8804 -21.4668 -24.0070  0.336

The calculation puts the highest occupied orbital energy at -4.072 eV. Its charge is -1. The calculation puts the largest force on an atom at 0.0746 Eh/bohr. Its orbital gap is 5.16 eV.